# 1
{
  "formula": "C6H9ClN3",
  "method": "the ωB97M-V functional and the def2-TZVPD basis",
  "elements": ["C", "C", "C", "C", "C", "C", "N", "N", "N", "Cl", "H", "H", "H", "H", "H", "H", "H", "H", "H"],
  "coordinates": [[-0.017, 0.685, 0.856], [-1.179, 1.970, 2.622], [-0.960, 0.124, -0.104], [-2.225, 0.352, -0.156], [-3.014, -0.382, -1.138], [3.578, 0.451, 1.204], [-0.437, 1.545, 1.760], [1.313, 0.490, 0.705], [2.180, 0.772, 1.550], [-1.900, 2.980, 3.563], [-0.484, -0.564, -0.732], [-2.620, 0.993, 0.634], [-3.428, -1.386, -0.815], [-3.899, 0.135, -1.424], [-2.274, -0.340, -2.033], [3.694, -0.417, 0.602], [4.075, 1.382, 0.923], [4.009, 0.388, 2.264], [1.516, -0.152, -0.189]],
  "lowdin_charge": [-0.27, -0.55, -0.08, -0.16, -0.08, -0.05, 0.16, 0.01, 0.01, 0.97, 0.10, 0.11, 0.12, 0.06, 0.12, 0.07, 0.09, 0.11, 0.24],
  "de_lowest_ev": 5.569,
  "total_charge": 1,
  "e_lumo_ev": [-4.72, -4.85],
  "gap_ev": [6.90, 6.89],
  "homo_energy_ev": [-11.6, -11.7],
  "total_energy_ha": -858.039808,
  "spin_multiplicity": 1
}

***

# 2
{
  "formula": "C66H165N11",
  "method": "the ωB97M-V functional and the def2-TZVPD basis",
  "elements": ["C", "C", "N", "C", "C", "C", "C", "H", "H", "H", "H", "H", "H", "H", "H", "H", "H", "H", "H", "H", "H", "H", "C", "C", "N", "C", "C", "C", "C", "H", "H", "H", "H", "H", "H", "H", "H", "H", "H", "H", "H", "H", "H", "H", "C", "C", "N", "C", "C", "C", "C", "H", "H", "H", "H", "H", "H", "H", "H", "H", "H", "H", "H", "H", "H", "H", "C", "C", "N", "C", "C", "C", "C", "H", "H", "H", "H", "H", "H", "H", "H", "H", "H", "H", "H", "H", "H", "H", "C", "C", "N", "C", "C", "C", "C", "H", "H", "H", "H", "H", "H", "H", "H", "H", "H", "H", "H", "H", "H", "H", "C", "C", "N", "C", "C", "C", "C", "H", "H", "H", "H", "H", "H", "H", "H", "H", "H", "H", "H", "H", "H", "H", "C", "C", "N", "C", "C", "C", "C", "H", "H", "H", "H", "H", "H", "H", "H", "H", "H", "H", "H", "H", "H", "H", "C", "C", "N", "C", "C", "C", "C", "H", "H", "H", "H", "H", "H", "H", "H", "H", "H", "H", "H", "H", "H", "H", "C", "C", "N", "C", "C", "C", "C", "H", "H", "H", "H", "H", "H", "H", "H", "H", "H", "H", "H", "H", "H", "H", "C", "C", "N", "C", "C", "C", "C", "H", "H", "H", "H", "H", "H", "H", "H", "H", "H", "H", "H", "H", "H", "H", "C", "C", "N", "C", "C", "C", "C", "H", "H", "H", "H", "H", "H", "H", "H", "H", "H", "H", "H", "H", "H", "H"],
  "coordinates": [[-4.511, -3.765, 3.236], [-5.836, -4.042, 3.956], [-6.064, -5.406, 4.440], [-6.309, -6.363, 3.384], [-6.990, -7.630, 3.874], [-5.016, -5.831, 5.353], [-4.767, -4.863, 6.509], [-4.322, -4.438, 2.403], [-3.658, -3.818, 3.920], [-4.531, -2.715, 2.933], [-6.038, -3.309, 4.737], [-6.628, -3.892, 3.214], [-6.908, -5.910, 2.588], [-5.377, -6.630, 2.845], [-7.879, -7.353, 4.441], [-7.214, -8.265, 3.018], [-6.355, -8.198, 4.555], [-4.050, -6.008, 4.849], [-5.259, -6.794, 5.807], [-4.152, -5.386, 7.243], [-5.691, -4.516, 6.968], [-4.195, -3.985, 6.201], [-0.517, -4.502, -5.248], [-0.157, -5.487, -4.137], [1.292, -5.536, -3.963], [1.863, -6.471, -4.943], [3.379, -6.546, -4.925], [1.651, -5.913, -2.598], [1.292, -4.897, -1.526], [-0.122, -4.769, -6.233], [-0.024, -3.546, -5.047], [-1.590, -4.350, -5.377], [-0.658, -5.149, -3.232], [-0.575, -6.475, -4.385], [1.428, -7.475, -4.812], [1.536, -6.128, -5.925], [3.890, -5.599, -5.106], [3.812, -6.984, -4.028], [3.698, -7.199, -5.744], [2.717, -6.125, -2.538], [1.203, -6.893, -2.339], [1.702, -5.214, -0.564], [0.219, -4.828, -1.350], [1.745, -3.933, -1.760], [-1.036, -4.740, 4.978], [0.198, -5.172, 4.208], [1.393, -4.472, 4.658], [2.605, -4.812, 3.928], [2.554, -4.700, 2.406], [1.644, -4.621, 6.092], [1.746, -6.052, 6.645], [-1.940, -5.296, 4.719], [-1.239, -3.675, 4.867], [-0.937, -4.983, 6.040], [0.312, -6.268, 4.219], [0.003, -4.956, 3.152], [3.347, -4.069, 4.237], [3.005, -5.803, 4.188], [2.241, -3.686, 2.137], [3.538, -4.889, 1.984], [1.796, -5.348, 1.961], [0.863, -4.085, 6.630], [2.574, -4.099, 6.322], [0.991, -6.730, 6.246], [1.652, -6.009, 7.731], [2.696, -6.552, 6.441], [2.205, 1.693, -5.433], [2.373, 0.535, -6.401], [2.116, -0.756, -5.791], [3.227, -1.124, -4.915], [2.914, -2.330, -4.037], [1.916, -1.786, -6.806], [0.564, -1.646, -7.513], [2.956, 1.649, -4.639], [1.227, 1.632, -4.953], [2.313, 2.688, -5.864], [1.704, 0.708, -7.249], [3.357, 0.586, -6.908], [3.482, -0.295, -4.255], [4.143, -1.321, -5.500], [2.984, -3.266, -4.594], [1.902, -2.291, -3.634], [3.650, -2.422, -3.237], [2.742, -1.728, -7.539], [1.962, -2.786, -6.378], [0.341, -2.551, -8.081], [-0.209, -1.473, -6.767], [0.588, -0.837, -8.243], [8.361, 3.637, 0.764], [7.349, 4.471, 1.521], [5.968, 4.035, 1.345], [4.986, 5.077, 1.583], [4.752, 5.473, 3.039], [5.682, 2.756, 1.985], [4.615, 1.952, 1.247], [8.146, 3.662, -0.308], [8.430, 2.595, 1.069], [9.351, 4.095, 0.845], [7.587, 4.535, 2.598], [7.421, 5.510, 1.189], [5.266, 5.942, 0.975], [4.036, 4.781, 1.122], [4.177, 6.400, 3.091], [4.133, 4.744, 3.569], [5.683, 5.600, 3.591], [5.333, 2.895, 3.017], [6.597, 2.173, 1.922], [4.722, 2.072, 0.168], [3.580, 2.227, 1.472], [4.667, 0.898, 1.529], [-2.736, -3.075, -2.615], [-3.518, -2.122, -3.507], [-3.081, -0.726, -3.470], [-3.096, -0.168, -2.132], [-4.485, -0.149, -1.514], [-1.800, -0.542, -4.152], [-1.643, 0.911, -4.622], [-3.080, -4.103, -2.745], [-2.882, -2.825, -1.561], [-1.667, -3.020, -2.837], [-3.447, -2.442, -4.549], [-4.571, -2.173, -3.220], [-2.404, -0.650, -1.419], [-2.719, 0.856, -2.100], [-4.485, 0.424, -0.586], [-5.257, 0.249, -2.178], [-4.843, -1.165, -1.313], [-1.788, -1.172, -5.043], [-0.949, -0.853, -3.529], [-2.587, 1.363, -4.921], [-0.969, 0.979, -5.479], [-1.204, 1.538, -3.842], [-5.650, 0.556, 3.139], [-4.306, 0.454, 3.856], [-4.375, 0.670, 5.285], [-4.890, 1.990, 5.636], [-5.085, 2.236, 7.118], [-3.161, 0.297, 6.003], [-2.766, -1.158, 5.731], [-5.475, 0.292, 2.092], [-6.087, 1.550, 3.135], [-6.291, -0.220, 3.558], [-3.905, -0.543, 3.670], [-3.551, 1.122, 3.392], [-4.156, 2.737, 5.259], [-5.797, 2.185, 5.069], [-5.476, 3.246, 7.265], [-5.872, 1.590, 7.514], [-4.166, 2.152, 7.689], [-3.350, 0.385, 7.069], [-2.342, 0.976, 5.708], [-2.280, -1.569, 6.615], [-2.133, -1.239, 4.848], [-3.676, -1.735, 5.553], [1.193, 4.489, 1.971], [-0.084, 3.774, 2.421], [-1.271, 4.207, 1.699], [-2.407, 3.344, 2.029], [-3.671, 3.667, 1.257], [-1.556, 5.631, 1.863], [-1.906, 6.083, 3.282], [2.046, 3.831, 2.113], [1.300, 5.419, 2.536], [1.099, 4.803, 0.931], [0.053, 2.710, 2.204], [-0.217, 3.813, 3.513], [-2.621, 3.426, 3.108], [-2.132, 2.310, 1.809], [-4.463, 3.007, 1.628], [-3.594, 3.431, 0.196], [-4.023, 4.690, 1.379], [-0.649, 6.159, 1.554], [-2.309, 5.977, 1.156], [-1.221, 5.651, 4.011], [-1.805, 7.168, 3.364], [-2.933, 5.868, 3.584], [-4.078, 6.990, -2.937], [-3.128, 6.278, -1.977], [-2.140, 5.451, -2.652], [-2.740, 4.368, -3.434], [-3.606, 3.398, -2.625], [-1.172, 4.967, -1.689], [0.008, 4.195, -2.291], [-4.524, 7.874, -2.482], [-4.895, 6.325, -3.223], [-3.528, 7.296, -3.828], [-2.591, 6.995, -1.354], [-3.744, 5.689, -1.276], [-3.300, 4.780, -4.274], [-1.925, 3.797, -3.879], [-4.034, 2.633, -3.281], [-3.013, 2.872, -1.881], [-4.493, 3.868, -2.196], [-1.601, 4.324, -0.911], [-0.675, 5.825, -1.223], [0.792, 3.979, -1.565], [0.464, 4.725, -3.130], [-0.334, 3.209, -2.624], [3.674, 3.802, -1.893], [5.160, 4.097, -2.089], [5.428, 4.778, -3.349], [6.809, 5.252, -3.394], [7.019, 6.490, -2.530], [5.038, 4.001, -4.516], [5.791, 2.687, -4.743], [3.334, 2.888, -2.386], [3.081, 4.661, -2.205], [3.492, 3.623, -0.830], [5.468, 4.733, -1.259], [5.724, 3.159, -1.967], [7.532, 4.450, -3.176], [7.014, 5.517, -4.437], [7.005, 6.288, -1.462], [7.986, 6.930, -2.788], [6.263, 7.215, -2.829], [5.167, 4.651, -5.389], [3.959, 3.833, -4.491], [6.824, 2.912, -5.017], [5.336, 2.089, -5.534], [5.836, 2.056, -3.853], [1.278, 0.365, -1.841], [0.940, -0.932, -1.112], [-0.072, -0.762, -0.086], [-0.482, -2.071, 0.407], [-1.681, -2.005, 1.344], [0.265, 0.219, 0.924], [1.456, -0.140, 1.806], [1.897, 0.174, -2.719], [1.811, 1.074, -1.207], [0.350, 0.807, -2.211], [0.537, -1.655, -1.830], [1.847, -1.452, -0.753], [-0.736, -2.680, -0.460], [0.336, -2.558, 0.963], [-2.554, -1.525, 0.899], [-1.949, -2.996, 1.712], [-1.383, -1.434, 2.229], [-0.571, 0.396, 1.603], [0.507, 1.170, 0.449], [1.344, -1.087, 2.350], [1.621, 0.603, 2.591], [2.388, -0.291, 1.254]],
  "lowdin_charge": [-0.08, -0.24, -0.19, -0.29, -0.09, -0.27, -0.08, 0.07, 0.04, 0.06, 0.11, 0.11, 0.11, 0.11, 0.08, 0.07, 0.06, 0.10, 0.10, 0.07, 0.08, 0.04, -0.08, -0.25, -0.18, -0.26, -0.09, -0.26, -0.07, 0.06, 0.06, 0.07, 0.08, 0.12, 0.12, 0.10, 0.07, 0.06, 0.07, 0.10, 0.12, 0.06, 0.06, 0.06, -0.08, -0.26, -0.18, -0.27, -0.09, -0.25, -0.09, 0.05, 0.07, 0.07, 0.11, 0.10, 0.11, 0.11, 0.06, 0.08, 0.06, 0.10, 0.11, 0.06, 0.07, 0.06, -0.08, -0.27, -0.17, -0.26, -0.09, -0.26, -0.08, 0.04, 0.06, 0.08, 0.11, 0.12, 0.09, 0.12, 0.04, 0.06, 0.08, 0.12, 0.09, 0.07, 0.06, 0.06, -0.08, -0.27, -0.20, -0.26, -0.08, -0.23, -0.08, 0.07, 0.06, 0.07, 0.11, 0.11, 0.11, 0.09, 0.07, 0.06, 0.07, 0.11, 0.10, 0.06, 0.05, 0.07, -0.09, -0.24, -0.17, -0.27, -0.08, -0.24, -0.07, 0.08, 0.06, 0.05, 0.11, 0.10, 0.09, 0.08, 0.06, 0.08, 0.06, 0.10, 0.10, 0.08, 0.06, 0.03, -0.08, -0.27, -0.20, -0.26, -0.09, -0.24, -0.09, 0.06, 0.06, 0.08, 0.08, 0.10, 0.11, 0.10, 0.07, 0.08, 0.06, 0.10, 0.12, 0.08, 0.06, 0.06, -0.07, -0.26, -0.18, -0.26, -0.07, -0.26, -0.08, 0.05, 0.07, 0.07, 0.09, 0.11, 0.10, 0.10, 0.06, 0.05, 0.07, 0.10, 0.09, 0.06, 0.07, 0.07, -0.09, -0.28, -0.18, -0.23, -0.09, -0.27, -0.07, 0.07, 0.07, 0.08, 0.11, 0.10, 0.11, 0.09, 0.07, 0.05, 0.07, 0.09, 0.11, 0.05, 0.08, 0.04, -0.08, -0.26, -0.19, -0.27, -0.08, -0.25, -0.08, 0.06, 0.08, 0.04, 0.09, 0.11, 0.11, 0.11, 0.05, 0.07, 0.08, 0.12, 0.08, 0.07, 0.06, 0.07, -0.05, -0.27, -0.17, -0.25, -0.07, -0.25, -0.08, 0.05, 0.06, 0.06, 0.08, 0.12, 0.09, 0.10, 0.07, 0.07, 0.06, 0.09, 0.10, 0.06, 0.07, 0.06],
  "de_lowest_ev": 0.008,
  "total_charge": 0,
  "e_lumo_ev": 0.62,
  "gap_ev": 8.60,
  "homo_energy_ev": -8.0,
  "total_energy_ha": -3215.837797,
  "smiles": "CCN(CC)CC.CCN(CC)CC.CCN(CC)CC.CCN(CC)CC.CCN(CC)CC.CCN(CC)CC.CCN(CC)CC.CCN(CC)CC.CCN(CC)CC.CCN(CC)CC.CCN(CC)CC",
  "spin_multiplicity": 1
}

***

# 3
{
  "formula": "C5H12N2O",
  "method": "the ωB97M-V functional and the def2-TZVPD basis",
  "elements": ["C", "C", "C", "C", "H", "H", "H", "H", "H", "H", "H", "H", "N", "N", "C", "O", "H", "H", "H", "H"],
  "coordinates": [[-1.412, 1.594, -1.317], [-0.972, 0.408, -0.895], [-1.786, -0.412, 0.305], [-1.070, -1.633, 0.786], [-1.904, 2.287, -0.651], [-1.254, 1.941, -2.328], [-0.563, -0.292, -1.613], [-1.963, 0.323, 1.090], [-2.734, -0.660, -0.173], [-0.456, -1.425, 1.662], [-1.766, -2.457, 0.995], [-0.316, -1.983, 0.039], [2.478, 1.299, 0.807], [1.622, 0.334, 0.234], [2.127, -0.870, -0.035], [1.485, -1.774, -0.560], [2.790, 1.958, 0.098], [1.979, 1.807, 1.525], [0.523, 0.534, -0.192], [3.191, -0.978, 0.224]],
  "lowdin_charge": [0.01, -0.22, -0.21, -0.14, 0.06, 0.06, 0.10, 0.09, 0.10, 0.07, 0.07, 0.05, 0.02, -0.08, -0.37, -0.05, 0.08, 0.08, 0.15, 0.13],
  "de_lowest_ev": 3.951,
  "total_charge": 0,
  "e_lumo_ev": 0.63,
  "gap_ev": 9.91,
  "homo_energy_ev": -9.3,
  "total_energy_ha": -382.357346,
  "smiles": "C=CCC.NNC=O",
  "spin_multiplicity": 1
}

***

# 4
{
  "formula": "C33H28N3O2PV",
  "method": "the ωB97M-V functional and the def2-TZVPD basis",
  "elements": ["V", "O", "C", "N", "C", "O", "C", "C", "C", "C", "C", "N", "C", "C", "C", "C", "C", "N", "H", "H", "H", "H", "H", "H", "H", "H", "C", "C", "C", "C", "C", "C", "C", "P", "C", "C", "C", "C", "C", "C", "C", "C", "C", "C", "C", "C", "C", "C", "H", "H", "H", "H", "H", "H", "H", "H", "H", "H", "H", "H", "H", "H", "H", "H", "H", "H", "H", "H"],
  "coordinates": [[0.382, 0.140, 1.387], [-0.235, -2.468, 4.572], [-0.327, -1.601, 3.734], [0.630, -0.738, 3.253], [1.808, -0.573, 3.936], [2.050, -0.830, 5.093], [2.884, 0.048, 3.052], [4.141, 0.305, 3.566], [5.106, 0.838, 2.727], [4.774, 1.092, 1.403], [3.490, 0.812, 0.972], [2.554, 0.304, 1.778], [-1.648, -1.383, 3.012], [-2.789, -2.046, 3.419], [-3.990, -1.745, 2.795], [-3.995, -0.798, 1.786], [-2.793, -0.221, 1.408], [-1.633, -0.516, 1.989], [4.324, 0.074, 4.606], [6.102, 1.048, 3.095], [5.497, 1.500, 0.710], [3.185, 0.993, -0.052], [-2.713, -2.755, 4.231], [-4.905, -2.235, 3.100], [-4.908, -0.514, 1.280], [-2.753, 0.508, 0.608], [1.781, 2.626, -2.347], [1.744, 1.322, -3.099], [2.353, 1.246, -4.347], [2.320, 0.078, -5.096], [1.673, -1.042, -4.599], [1.062, -0.983, -3.355], [1.084, 0.186, -2.601], [0.255, 0.262, -0.968], [-0.284, -1.419, -0.590], [0.685, -2.118, 0.168], [0.346, -3.284, 0.859], [-0.936, -3.779, 0.766], [-1.862, -3.150, -0.071], [-1.565, -1.990, -0.761], [-2.591, -1.379, -1.672], [-1.040, 1.498, -1.252], [-1.725, 1.718, -2.442], [-2.698, 2.702, -2.511], [-2.965, 3.473, -1.383], [-2.242, 3.289, -0.214], [-1.245, 2.313, -0.123], [-0.412, 2.108, 1.114], [0.955, 3.273, -2.651], [2.715, 3.154, -2.544], [1.685, 2.489, -1.268], [2.867, 2.118, -4.735], [2.802, 0.041, -6.065], [1.645, -1.957, -5.176], [0.562, -1.860, -2.960], [1.721, -1.801, 0.143], [1.091, -3.797, 1.454], [-1.216, -4.675, 1.304], [-2.849, -3.583, -0.186], [-3.433, -2.059, -1.798], [-2.165, -1.175, -2.657], [-2.974, -0.429, -1.297], [-1.508, 1.109, -3.313], [-3.247, 2.863, -3.430], [-3.733, 4.236, -1.423], [-2.436, 3.920, 0.645], [-0.955, 2.485, 1.990], [0.497, 2.727, 1.033]],
  "lowdin_charge": [0.64, 0.10, -0.43, 0.04, -0.43, 0.10, -0.16, 0.01, -0.04, -0.04, -0.10, 0.03, -0.17, 0.01, -0.04, -0.04, -0.11, 0.06, 0.12, 0.11, 0.11, 0.10, 0.12, 0.11, 0.11, 0.10, -0.05, -0.28, -0.05, -0.08, -0.09, -0.08, -0.29, 1.03, -0.36, -0.16, -0.08, -0.07, -0.05, -0.28, -0.04, -0.34, -0.10, -0.09, -0.08, -0.05, -0.34, -0.23, 0.09, 0.08, 0.05, 0.11, 0.10, 0.10, 0.10, 0.09, 0.12, 0.11, 0.11, 0.08, 0.08, 0.06, 0.11, 0.10, 0.10, 0.11, 0.05, 0.05],
  "de_lowest_ev": 0.000,
  "total_charge": 0,
  "e_lumo_ev": [0.02, -0.01],
  "gap_ev": [7.05, 5.59],
  "homo_energy_ev": [-7.0, -5.6],
  "total_energy_ha": -2874.467220,
  "spin_multiplicity": 2
}

***

Question: What is the formula in the third record?
Answer: C5H12N2O